(A)
134
Properties=species:S:1:pos:R:3 method="wB97M-V/def2-TZVPD" charge=0 spin_multiplicity=2 homo_lumo_gap_ev="6.434 / 4.723"
Cs 0.12593 0.14518 -0.29344
Ge -2.73568 1.88150 0.02575
S 3.05969 0.98406 -1.21409
P -2.92393 -1.55734 0.51770
P -1.18876 1.31092 -3.30751
P -0.79827 1.36165 3.15481
O 1.50397 -7.90711 -0.10033
N -2.18510 3.04946 1.44411
N -3.72720 2.07737 -2.47312
N -4.35994 3.28498 -0.12626
N 1.22286 -2.92275 -0.24861
N 3.66218 -7.32146 0.26651
N -4.18171 0.86655 0.86183
N 1.58511 3.09061 -0.38115
C 2.34750 -7.04560 0.03847
C 0.87791 -5.22865 -0.79040
C 1.45504 4.37200 0.00220
C -6.74318 2.87823 -0.78126
C -0.42855 -1.10968 -4.45233
C -1.65798 0.41906 -6.02502
C -5.28821 5.56279 2.72558
C -3.93464 4.19196 -3.72503
C -2.67059 -2.98860 1.67900
C -4.18521 6.21653 -2.46261
C 2.81782 2.61610 -0.67085
C 2.49812 5.25630 0.15369
C 2.71284 -4.58981 0.59396
C -3.04335 4.72114 3.05862
C -5.33440 -2.95120 -0.28627
C -7.86334 2.05184 -0.77517
C -6.57534 0.36175 0.39176
C -3.13550 3.92478 1.90654
C -1.78725 1.86070 4.64931
C -3.92563 -0.38952 1.55329
C -4.16760 -2.08773 -0.75540
C 0.53962 -3.88957 -0.86878
C -3.44226 -2.76253 -1.92026
C -0.70662 0.34809 -4.82915
C -4.19939 4.10204 -1.32014
C -0.88436 2.87956 2.08041
C -7.76505 0.80627 -0.17682
C 1.95844 1.91886 2.74430
C -3.94322 3.41804 -2.54538
C -0.41179 2.95604 -3.65821
C 1.36622 0.05576 4.29861
C 0.95106 1.44300 3.79416
C -4.31729 4.03353 1.14832
C -4.10422 5.52284 3.45254
C -1.33381 -2.78014 2.40321
C -4.06640 5.56493 -3.68488
C -5.43231 1.17250 0.38089
C -0.58503 3.55972 -5.04863
C -5.38151 4.81272 1.56267
C -4.26071 5.47773 -1.28176
C 2.28845 -3.27519 0.46742
C -0.69888 3.99433 -2.56559
C -5.56974 2.44278 -0.20452
C -3.29187 1.69230 4.39672
C -1.39255 1.04063 5.88200
C 3.78409 4.77535 -0.11793
C -3.77332 -3.24935 2.70576
C -3.05360 1.43486 -3.56396
C 3.94300 3.47311 -0.52684
C 1.99330 -5.58638 -0.04880
H -1.63329 3.79336 -5.25817
H 2.97194 1.83852 3.14961
H 4.91863 3.06897 -0.75360
H 1.80670 2.95407 2.44089
H -2.99169 -3.71245 -1.60840
H -4.13621 -2.98510 -2.73740
H -5.89228 -2.49758 0.53165
H 0.97484 2.15132 4.62674
H -3.83207 3.70497 -4.68243
H -1.34527 -1.62056 -4.14554
H -0.02555 4.49755 -5.11495
H 0.63655 2.65670 -3.54119
H -2.04978 1.29590 6.71764
H -3.28278 1.87097 -4.53684
H 4.64970 5.42169 -0.01352
H -4.38254 5.98751 -0.33376
H 2.31648 6.27612 0.46726
H -4.05854 6.13261 -4.60678
H -2.64663 -2.12507 -2.30870
H 3.93642 -8.28876 0.22922
H -3.62634 2.08677 3.43270
H 1.94736 1.30224 1.83766
H 0.29326 -5.99126 -1.28723
H -6.54105 -0.62649 0.82343
H -4.98638 -3.93078 0.05532
H -0.21768 2.90395 -5.83923
H 3.57118 -4.81347 1.21582
H -3.83625 -2.42220 3.41979
H -3.86264 2.19546 5.18275
H -1.88851 1.44396 -6.32180
H 0.24662 0.80170 -5.11158
H -4.75695 -3.38234 2.25955
H -6.78383 3.85964 -1.24409
H -1.51211 -0.03118 5.69178
H -3.55503 0.63020 4.43101
H -0.32686 -3.57402 -1.44567
H 2.35834 0.10179 4.75892
H -3.32343 -0.19753 2.44570
H -8.79230 2.38348 -1.22147
H -1.12359 -3.62071 3.07280
H -0.02292 -1.65747 -5.30806
H 4.36665 -6.62135 0.11892
H -4.24888 7.29631 -2.42158
H -0.72551 3.54119 -1.57601
H -2.57565 -3.86262 1.02480
H -0.36534 1.21642 6.20109
H -1.64364 4.51838 -2.74446
H 0.29289 -1.18348 -3.63488
H -0.59073 3.78972 2.61061
H -4.55986 -1.12923 -1.11500
H -4.85585 -0.83030 1.90911
H -4.00604 6.11532 4.35514
H 0.09954 4.74069 -2.55290
H -2.60314 -0.08602 -5.80616
H -3.54301 -4.15174 3.27982
H 1.42064 -0.64422 3.45800
H -1.56944 2.91065 4.85785
H -1.21537 -0.08792 -6.88827
H -6.28844 4.82924 0.96803
H -3.36699 0.38794 -3.59315
H -2.14696 4.69272 3.66360
H -0.11888 2.75726 1.30651
H 0.43501 4.70418 0.20160
H 2.83012 -2.47045 0.95578
H -6.12279 6.16796 3.05588
H 0.67212 -0.36393 5.02736
H -1.35896 -1.86514 3.00740
H -0.50364 -2.68492 1.70289
H -6.03600 -3.11930 -1.10990
H -8.62910 0.15128 -0.15495


(B)
134
Properties=species:S:1:pos:R:3 method="wB97M-V/def2-TZVPD" charge=0 spin_multiplicity=2 homo_lumo_gap_ev="6.321 / 5.565"
Cs 1.67044 -1.38023 0.30881
Ge -0.86947 1.29255 0.09302
S 4.73381 -2.48591 0.77593
P 0.38037 -0.40819 -3.06279
P 0.01508 -0.42199 3.23390
P 2.55396 2.20156 -0.10362
O -3.70372 -7.54245 0.12594
N 2.95348 -4.20414 -0.28969
N -1.28060 1.74320 1.96222
N -0.06187 2.82434 -0.68933
N -2.61829 2.51661 -0.09433
N -1.75942 0.34512 -1.38416
N -0.96774 -3.36799 0.33835
N -2.03873 -8.19074 1.50903
C -3.43797 0.67652 -3.18565
C 5.18803 -5.03614 -0.08640
C -3.23797 2.22033 -1.37550
C 2.62030 -5.38230 -0.83274
C 1.18132 -0.39827 4.68833
C 4.28410 0.65168 -1.61556
C -4.78766 2.28938 1.15122
C -2.24444 -3.62047 0.04449
C -2.24938 6.22377 0.41847
C -1.17214 -0.78970 -2.08329
C 4.06845 2.10632 -1.18757
C -5.42520 2.13822 2.38430
C -4.78803 2.68364 -3.14611
C 0.99888 0.74772 5.68448
C 0.74714 -2.08320 -3.81121
C 4.81859 -6.23549 -0.64167
C 0.45988 -3.26180 -2.88033
C 2.82511 3.67557 0.99821
C 1.26566 2.81961 -1.28003
C -0.71427 3.99666 -0.37382
C -2.68196 -7.28317 0.72667
C -2.79654 1.03258 -1.98911
C 3.49184 -6.42830 -1.03576
C -2.82057 -4.87253 0.16200
C -2.06503 3.87654 -0.00979
C -1.43469 -1.38477 3.88906
C -0.48085 2.00337 -4.21801
C -2.81544 4.95513 0.40710
C -1.96301 -1.08926 5.29011
C 4.23732 -3.99861 0.08667
C -3.27333 1.83125 3.44642
C -0.93025 6.37345 0.02074
C -4.18820 3.04190 -1.94851
C -2.56589 -1.45314 2.85832
C -0.22061 -4.38546 0.76124
C 0.65718 0.41230 -5.75396
C 3.47080 4.90027 0.35509
C -0.70888 -5.67515 0.91815
C -2.03828 -5.92611 0.61775
C -0.16229 5.28125 -0.35959
C 3.62431 3.24852 2.22915
C -0.27367 0.52014 -4.54593
C 2.22520 -2.13394 -4.21529
C -2.62931 1.90824 2.21640
C -4.65771 1.94868 3.51980
C -3.41669 2.21133 1.08922
C -4.41457 1.48749 -3.74118
C 2.62917 -0.45606 4.19332
C 4.07810 3.01849 -2.41610
C -0.38852 1.38693 3.04766
H -0.73724 1.85596 3.96949
H -2.17507 -1.49578 1.83947
H -2.83143 -2.77442 -0.30056
H 3.48043 5.73527 1.06040
H 0.59095 1.83947 2.84462
H -2.49397 -9.07662 1.64970
H 4.41902 -0.02118 -0.76620
H 5.04016 2.93623 -2.92749
H 3.73632 4.08328 2.92500
H 5.55101 -7.02358 -0.77257
H 1.28578 2.12614 -2.12429
H 1.81041 3.94087 1.32164
H 4.62787 2.91528 1.95082
H 1.64100 0.59106 6.55437
H -0.47566 7.35635 0.02484
H 1.57740 -5.48686 -1.12475
H 3.13878 2.42688 2.75523
H -5.53069 3.32378 -3.60114
H 3.15364 -7.35210 -1.48453
H 2.95033 5.23417 -0.54284
H 2.85731 -2.11965 -3.32326
H 0.96694 -1.34243 5.20096
H 6.20413 -4.84874 0.22978
H -0.87143 -1.55032 -1.36320
H -3.83728 4.80372 0.73265
H 0.82878 -4.18549 0.95474
H 3.30933 2.71345 -3.13025
H 3.32276 -0.49811 5.03621
H 1.49710 3.80521 -1.68479
H -4.44932 3.97229 -1.46085
H 4.50689 4.69308 0.07881
H -5.13647 1.86925 4.48787
H 3.91878 4.06827 -2.17534
H 0.75277 -0.60609 -6.12882
H 2.43917 -3.05962 -4.75507
H -1.93331 -1.27427 -2.69804
H -2.35733 -0.07577 5.37116
H 2.82080 -1.32505 3.56114
H 1.65688 0.78300 -5.51044
H -1.32380 -7.91426 2.15659
H -3.22338 -0.58794 2.93560
H -1.19482 -1.21747 6.05301
H -2.78261 -1.77258 5.52842
H -0.97467 2.17712 -3.26324
H -3.16718 -0.22746 -3.70952
H -3.17357 -2.34609 3.02325
H -4.87837 1.18014 -4.67044
H 0.48568 2.51296 -4.18870
H -0.02666 -6.45624 1.22873
H -2.71673 1.65698 4.35519
H -6.50270 2.19396 2.44987
H -5.35827 2.47847 0.25266
H 2.52452 -1.29728 -4.84545
H -1.08016 2.47952 -4.99772
H -3.85495 -5.04614 -0.09931
H -0.02799 0.84111 6.03853
H -0.58854 -3.34278 -2.59404
H 0.87315 5.43364 -0.62484
H 0.26915 1.03113 -6.56661
H -2.83052 7.07700 0.73972
H -0.96753 -2.37842 3.92314
H 1.07085 -3.20564 -1.97563
H -1.23347 0.06642 -4.81159
H 2.87888 0.43511 3.61214
H 4.89570 2.39282 -0.52813
H 0.74222 -4.19124 -3.38080
H 0.11848 -2.18705 -4.70238
H 5.17429 0.56712 -2.24364
H 3.43227 0.29297 -2.20380
H 1.28988 1.70211 5.24003


(C)
134
Properties=species:S:1:pos:R:3 method="wB97M-V/def2-TZVPD" charge=0 spin_multiplicity=2 homo_lumo_gap_ev="6.440 / 4.709"
Cs 1.85899 -0.68241 -0.28883
Ge -1.03802 1.06288 0.02491
S 4.80146 0.17236 -1.26293
P -1.27699 -2.36098 0.48888
P 0.87986 0.55419 3.15837
P 0.48796 0.47048 -3.32732
O 3.31416 -8.69309 0.08388
N -2.64905 2.47696 -0.15051
N 3.31470 2.24777 -0.40504
N -2.03154 1.29279 -2.53808
N 5.48869 -8.06216 0.12295
N 2.95469 -3.71955 -0.29572
N -2.51187 0.07051 0.87268
N -0.50211 2.25126 1.45602
C 4.09396 -4.03730 0.30925
C 3.17843 3.51882 -0.00734
C 3.76635 -6.36823 -0.08036
C -2.44512 4.72339 3.42520
C -4.90647 -0.39760 0.41209
C -2.24224 2.62386 -2.57966
C 2.57095 -6.04356 -0.70627
C 4.21610 4.40465 0.16562
C -1.45192 3.12902 1.89380
C -6.08123 0.04913 -0.17631
C -1.37768 3.92912 3.04441
C -1.36958 0.65418 -3.63236
C 0.98495 -0.52090 -4.83591
C 5.50634 3.93433 -0.09537
C 2.21509 -4.70974 -0.79511
C -1.59910 0.84832 4.44099
C 4.55202 1.78836 -0.68881
C -6.14903 1.27697 -0.81522
C 0.79147 2.08538 2.10096
C 0.31323 0.25472 5.90936
C -2.50917 4.67402 -1.29555
C 2.63480 0.64554 3.80013
C -2.07013 -4.02763 2.72804
C 1.18667 2.68572 -5.08380
C -2.26897 -1.19267 1.54127
C -2.23122 3.41570 -3.75126
C -2.52821 -2.90105 -0.77579
C -2.47919 3.29677 -1.34232
C 4.54307 -5.34385 0.44141
C 0.09939 -0.40659 -6.07674
C -1.79206 -3.52909 -1.96087
C 4.15133 -7.81843 0.01927
C 3.07262 -0.75150 4.25007
C -3.74644 0.38855 0.38124
C 1.32113 2.09263 -3.68371
C 3.64224 1.18742 2.78416
C -2.43025 5.42559 -2.46611
C -3.70127 3.98939 1.52955
C -3.85715 1.64652 -0.23599
C -1.01581 -3.80262 1.64384
C -0.09742 1.05028 4.66932
C 5.67337 2.64173 -0.51857
C -5.01571 2.08254 -0.83503
C 1.04387 3.15273 -2.61432
C 1.14695 -1.99076 -4.44095
C -2.33686 4.78819 -3.69654
C -3.62197 4.74675 2.68853
C -2.62651 3.22373 1.12255
C -3.65645 -3.81298 -0.30652
C 0.36163 -3.63338 2.29499
H 4.06358 -0.71011 4.70730
H 0.10661 2.10945 4.86039
H 5.46814 -5.54805 0.96341
H 1.54826 2.01170 -5.85965
H -2.46834 6.50460 -2.40842
H 6.36538 4.58275 0.02908
H -3.26981 -4.78430 0.00917
H -7.06416 1.60956 -1.28381
H 2.36423 1.77146 -3.54596
H 1.77697 3.60323 -5.14545
H -1.84009 -0.21511 4.50731
H 1.94080 -6.82596 -1.10564
H -0.34289 0.51941 6.74173
H 1.85905 3.87798 -2.60113
H -2.95416 -1.94498 -1.10730
H -0.97915 -4.68389 0.99103
H 0.39810 -2.71468 2.88649
H 1.97996 -0.13147 -5.07762
H 1.56229 1.96104 1.33014
H -2.36248 5.31737 4.32666
H -1.02525 -2.85436 -2.34765
H 0.20254 -0.81868 5.73548
H -5.03740 3.04903 -1.32432
H -1.71108 -0.38484 -3.68191
H -3.20213 -1.63318 1.89555
H -1.82922 -4.92986 3.29528
H 2.38518 -1.19888 4.96752
H 4.67619 -3.20913 0.69844
H -1.65205 -1.01532 2.42648
H 2.15832 3.84271 0.18645
H 0.57580 -4.47222 2.96155
H 3.45591 2.22586 2.51177
H -2.14535 2.93657 -4.71524
H 1.29052 -4.41641 -1.28186
H -4.89454 -1.36885 0.88345
H 0.98280 2.71593 -1.61675
H 1.83344 -2.10476 -3.60055
H -1.55238 1.11697 -4.60584
H 2.63630 1.32193 4.66249
H 6.15319 -7.37208 -0.17916
H 5.77366 -9.02724 0.10551
H -2.16972 1.36325 5.21699
H -1.30389 -4.46345 -1.66822
H 1.15542 -3.57924 1.54889
H 0.15217 2.95115 -5.30889
H -2.48768 -3.76461 -2.76924
H -0.49035 3.90272 3.65988
H 6.65314 2.24302 -0.74007
H -0.05659 0.62475 -6.39018
H 1.33912 0.44988 6.21887
H 3.12893 -1.42018 3.38719
H 3.66820 0.60274 1.86184
H 1.54036 -2.57058 -5.27922
H -3.07556 -4.14424 2.32983
H 1.07024 2.99578 2.64170
H 0.55774 -0.94229 -6.91085
H -2.32458 5.36536 -4.61158
H -2.07977 -3.19562 3.43463
H -4.36092 -3.98861 -1.12288
H -1.94492 1.20838 3.47504
H -0.87880 -0.85912 -5.90211
H 4.02820 5.41900 0.48924
H 0.18447 -2.42888 -4.16102
H -2.60846 5.17772 -0.34705
H -6.95681 -0.58682 -0.14077
H 4.64643 1.13407 3.21065
H -4.21738 -3.38854 0.52591
H 0.12238 3.69232 -2.82326
H -4.60385 3.99771 0.93323
H -4.46397 5.34388 3.00850


Pick (B): it beats the second-best structure by 12.8 kcal/mol.


(A)
19
Properties=species:S:1:pos:R:3 method="wB97M-V/def2-TZVPD" charge=0 homo_lumo_gap_ev=8.991
S -0.73548 1.08095 -0.55755
S 0.17598 1.07053 1.30391
O 0.95354 -1.86823 -1.34986
O -1.70525 -2.31297 -0.28187
O 3.49767 -0.17328 -0.90291
C 0.61367 -0.63121 1.66783
C -2.36719 1.66933 -0.05193
H 0.40799 -1.28887 0.83145
H -2.77713 2.32808 -0.81391
H 1.13250 -0.94172 -1.57632
H -2.28576 -1.62934 -0.63619
H 3.09394 -0.06159 -0.03718
H 0.07443 -0.98379 2.54250
H 3.44993 0.66606 -1.36700
H -2.29279 2.19515 0.89596
H -3.04097 0.82720 0.10437
H 1.66484 -0.68718 1.92886
H 1.68969 -2.36188 -1.72411
H -0.86726 -2.24837 -0.78553


(B)
19
Properties=species:S:1:pos:R:3 method="wB97M-V/def2-TZVPD" charge=0 homo_lumo_gap_ev=9.061
S 3.01089 1.03779 -0.48696
S 1.70658 2.57339 -0.67834
O -2.17368 -0.12379 2.85109
O 0.51696 -3.48752 -1.81055
O -2.81148 -0.87878 -0.00305
C 2.30900 -0.04724 0.75681
C 0.15277 2.19928 -1.52310
H 2.37662 0.35365 1.75115
H -0.38835 1.75894 -0.80687
H -2.28866 -0.23131 0.39752
H -2.15385 0.60569 3.39945
H -2.48234 -0.93867 3.32376
H 0.08931 -2.73095 -1.36051
H -3.52653 -0.41647 -0.41914
H 2.88925 -0.96619 0.42266
H 1.21849 -0.40133 0.56914
H 0.24919 1.69936 -2.49198
H 1.42049 -3.20851 -2.10954
H -0.11466 3.20268 -1.78154


Pick (A): it beats the second-best structure by 25.4 kcal/mol.


(A)
21
Properties=species:S:1:pos:R:3 method="wB97M-V/def2-TZVPD" charge=+1 homo_lumo_gap_ev=11.245
O -3.18497 0.11919 0.96791
O -0.52282 2.78724 -1.53118
O 1.80950 2.16457 2.05012
N 0.08377 0.54807 0.09942
C 0.06652 -0.87010 -0.39426
C 0.89528 -3.15699 -0.77392
C 1.05349 -1.73355 -0.30220
H -0.93988 -1.04432 -0.75375
H -0.73112 0.50933 0.71200
H -0.08955 1.23844 -0.64844
H 1.62081 -3.26485 -1.59476
H -0.14658 -3.37816 -1.06731
H 2.22624 3.03819 1.91424
H -3.52338 -0.72659 1.25964
H 0.15692 3.45962 -1.66220
H 2.06549 -1.54261 0.00930
H 1.14174 -3.94966 -0.06508
H 2.03968 1.78670 2.89515
H 0.95920 0.71576 0.60442
H -4.00022 0.53792 0.65820
H -0.98012 2.76179 -2.37729


(B)
21
Properties=species:S:1:pos:R:3 method="wB97M-V/def2-TZVPD" charge=+1 homo_lumo_gap_ev=11.352
O 3.39195 -2.34101 -0.95334
O 2.47540 1.52967 0.31854
O 0.24948 -1.28138 -0.06946
N -0.39962 1.08532 0.88057
C -1.47870 0.60742 -0.16828
C -1.06034 -0.90272 -0.52121
C -2.86439 0.71221 0.43895
H 0.20055 1.81260 0.54347
H -3.75413 1.03170 -0.20196
H 0.18471 0.36932 1.06542
H 3.22680 1.59512 -0.33093
H 0.59981 -2.09735 -0.50454
H -1.36697 1.23251 -1.15900
H 3.97152 -2.50711 -1.64820
H 2.76150 2.09209 0.98713
H -0.92968 1.37679 1.70715
H -2.95334 1.54691 1.10303
H 3.49818 -3.03407 -0.33616
H -1.75960 -1.75982 -0.29039
H -0.88435 -0.79884 -1.66121
H -3.10876 -0.26934 0.80041


Pick (A): it beats the second-best structure by 28.4 kcal/mol.